Model A:
The molecule C5H14N2, computed with wB97M-V/def2-TZVPD.

Last column: Mulliken charge in e.
Positions of all 21 atoms, in Å:
C  0.33391  -0.48975  0.15643  -0.889
N  -0.98978  -0.79034  -0.42872  -0.112
C  -1.34422  -2.20688  -0.22389  -1.067
C  -1.99144  0.06155  0.15963  -0.961
C  0.94291  0.79182  -0.41941  0.372
C  1.17518  1.82025  0.72551  -1.395
N  2.24070  0.45898  -1.04083  -0.728
H  0.88458  -1.36311  -0.19342  0.468
H  0.34890  -0.53175  1.26190  0.315
H  -0.53894  -2.76517  -0.70259  0.395
H  -1.54759  -2.48539  0.80788  0.344
H  -2.15370  -2.40413  -0.91086  0.378
H  -1.65476  1.09136  0.21560  0.273
H  -2.18920  -0.17638  1.22950  0.334
H  -2.93034  0.08476  -0.40486  0.326
H  0.41395  1.27594  -1.23440  0.425
H  2.07770  1.58608  1.27378  0.377
H  1.05899  2.81079  0.28716  0.364
H  0.30227  1.86890  1.40116  0.328
H  2.95000  0.10178  -0.41881  0.221
H  2.61087  1.26069  -1.54077  0.234

Results
LUMO in Ha: 0.041
Gap between HOMO and LUMO in eV: 9.7

=====

Model B:
A cluster of 2 separate species, C5H14N2 in total, computed with wB97M-V/def2-TZVPD.

Last column: Mulliken charge in e.
Positions of all 21 atoms, in Å:
C  0.60147  1.01535  2.44012  -0.827
N  1.30473  0.73629  1.19018  -0.164
C  2.19907  1.64177  0.68817  -0.032
N  2.36787  1.80526  -0.56214  -0.619
H  -0.43739  0.70858  2.32605  0.275
H  1.02490  0.44963  3.27280  0.266
H  0.60923  2.07903  2.66558  0.334
H  0.77180  0.29108  0.45650  0.172
H  2.72788  2.20531  1.46193  0.339
H  3.17779  2.39827  -0.71740  0.228
C  -0.34343  -2.02401  -0.97436  -1.246
C  -1.63977  -1.27012  -0.66124  0.037
C  -2.02278  -0.35727  -1.81879  -1.108
H  -0.48959  -2.64951  -1.85742  0.406
H  -0.05683  -2.68953  -0.16182  0.294
H  0.46571  -1.31963  -1.16553  0.341
H  -1.50734  -0.69343  0.25679  0.048
H  -2.45211  -1.97908  -0.48850  0.325
H  -2.96024  0.16718  -1.64713  0.330
H  -1.27280  0.42686  -1.96469  0.282
H  -2.06817  -0.94202  -2.73910  0.318

Results
LUMO in Ha: 0.037
Gap between HOMO and LUMO in eV: 10.0

=====

Model C:
The molecule C5H14N2, computed with wB97M-V/def2-TZVPD.

Last column: Mulliken charge in e.
Positions of all 21 atoms, in Å:
C  1.81023  -0.95564  -0.22327  -1.277
C  1.23665  -0.19875  0.97349  0.423
C  -0.28874  -0.31549  0.99527  -1.000
C  -1.01083  0.72880  0.09931  -0.463
C  -2.15328  1.14083  -2.01626  -0.900
N  -1.52718  0.15685  -1.13178  -0.338
N  1.73724  -0.71485  2.24598  -0.663
H  1.95491  -2.00755  0.01693  0.293
H  2.79307  -0.57829  -0.51256  0.365
H  1.16293  -0.87554  -1.09523  0.230
H  1.52767  0.84808  0.93497  0.334
H  -0.56871  -1.28163  0.56961  0.403
H  -0.68834  -0.21862  2.00340  0.328
H  -1.88811  1.08720  0.64918  0.396
H  -0.35283  1.60305  -0.01904  0.317
H  -3.09338  0.75413  -2.41262  0.277
H  -2.41180  2.02369  -1.42925  0.374
H  -1.53468  1.45087  -2.86765  0.268
H  -0.80315  -0.34741  -1.62766  0.201
H  1.36439  -1.62632  2.46367  0.215
H  2.73395  -0.67343  2.38353  0.214

Results
LUMO in Ha: 0.042
Gap between HOMO and LUMO in eV: 9.8

=====

Quick one: most stable of them? model B

=====

Model A:
A structure of composition C5H14N2, computed with wB97M-V/def2-TZVPD.

Last column: Mulliken charge in e.
Positions of all 21 atoms, in Å:
C  1.50251  0.16468  -0.63648  -0.351
C  -0.29416  -1.38045  1.49053  -0.400
C  2.06929  1.08250  0.41259  -0.989
N  0.86148  -1.65791  0.84780  -0.584
H  0.68884  -2.31958  0.08887  0.238
H  1.23587  0.68395  -1.56120  0.367
H  2.11292  -0.69946  -0.85763  0.394
H  -1.12216  -2.09980  1.45790  0.365
H  -0.16597  -0.93169  2.47707  0.324
H  -0.84084  -0.39496  0.85138  -0.085
H  2.40135  0.50993  1.27669  0.269
H  2.92162  1.63765  0.00547  0.336
H  1.32184  1.81146  0.73442  0.331
C  -1.96619  -0.15349  -1.26269  -1.179
C  -1.13428  0.56895  -0.22976  0.967
N  -1.24582  1.76768  0.15754  -0.619
H  -1.97424  2.28655  -0.34066  0.245
H  0.13974  0.13400  -0.32105  -0.659
H  -3.02075  0.11583  -1.17382  0.397
H  -1.87271  -1.23475  -1.15203  0.324
H  -1.61834  0.10891  -2.26495  0.309

Results
LUMO (spin up / spin down) in Ha: 0.003 / 0.003
Gap between HOMO and LUMO (spin up / spin down) in eV: 8.4 / 8.4

=====

Model B:
The molecule C5H14N2, computed with wB97M-V/def2-TZVPD.

Last column: Mulliken charge in e.
Positions of all 21 atoms, in Å:
C  1.16786  2.37559  0.29539  -1.139
C  1.64700  0.98115  -0.14879  -0.349
C  1.27236  -0.19235  0.73853  -0.734
C  0.58648  -1.37261  0.03483  -0.849
N  -0.56282  -0.96964  -0.74563  -0.273
C  -1.74448  -0.78776  0.07947  -0.196
N  -2.93739  -0.56835  -0.76938  -0.629
H  0.47347  2.28224  1.12674  0.329
H  1.98226  3.02966  0.58745  0.323
H  0.56649  2.78959  -0.50654  0.272
H  1.19000  0.74256  -1.11795  0.279
H  2.71652  0.98046  -0.38151  0.422
H  0.60654  0.15161  1.53971  0.329
H  2.12068  -0.57959  1.31337  0.387
H  1.33887  -1.83740  -0.60933  0.411
H  0.34299  -2.10536  0.81394  0.329
H  -0.71195  -1.54721  -1.55876  0.223
H  -1.57684  0.14506  0.61682  0.149
H  -1.91520  -1.63140  0.68898  0.291
H  -2.80042  -0.96853  -1.68376  0.197
H  -3.76243  -0.91771  -0.31358  0.230

Results
LUMO in Ha: 0.042
Gap between HOMO and LUMO in eV: 9.9

=====

Model C:
The molecule C5H14N2, computed with wB97M-V/def2-TZVPD.

Last column: Mulliken charge in e.
Positions of all 21 atoms, in Å:
C  1.50545  0.75272  -1.03818  -0.911
N  1.01183  0.04974  0.17104  -0.059
C  1.86005  -1.15459  0.46494  -0.700
C  -0.71624  -1.22858  -1.15912  -1.458
C  -0.45125  -0.20870  -0.00001  0.376
C  -1.22998  1.09567  0.22332  -0.480
N  -1.98687  1.02052  1.49602  -0.646
H  0.87020  1.62219  -1.41370  0.250
H  1.53374  -0.11225  -1.84421  0.305
H  2.71211  0.92716  -1.13138  0.280
H  1.40393  -2.18100  -0.16099  0.216
H  1.98365  -1.36376  1.60472  0.217
H  2.90304  -0.96909  0.08638  0.310
H  -0.15534  -1.23300  -2.11879  0.257
H  -1.70916  -1.25688  -1.47806  0.499
H  -0.87494  -2.27200  -0.63474  0.324
H  -0.75026  -0.91376  0.77578  0.185
H  -0.46470  1.94832  0.43470  0.294
H  -1.84384  1.41909  -0.56052  0.356
H  -1.68496  0.65052  2.35350  0.193
H  -2.90642  0.70351  1.47226  0.192

Results
LUMO in Ha: 0.037
Gap between HOMO and LUMO in eV: 9.2

=====

Quick one: most stable of them? model B

=====

Model A:
The molecule C5H14N2, computed with wB97M-V/def2-TZVPD.

Last column: Mulliken charge in e.
Positions of all 21 atoms, in Å:
C  0.21589  0.58873  0.91484  -1.440
N  1.39888  0.22401  0.17647  0.070
C  1.56919  0.89371  -1.09384  -1.024
C  1.66181  -1.21505  0.10240  -1.109
C  -1.21691  0.38373  0.35668  1.112
C  -1.34437  -0.59838  -0.79478  -1.375
N  -2.13089  0.03635  1.44733  -0.759
H  0.32062  1.64256  1.19206  0.356
H  0.24632  0.06664  1.87256  0.558
H  1.24523  1.93366  -0.99472  0.349
H  2.62705  0.96032  -1.36251  0.348
H  1.02240  0.46742  -1.93988  0.331
H  2.60731  -1.45715  0.60775  0.286
H  1.78483  -1.60086  -0.90623  0.353
H  0.90259  -1.81036  0.60559  0.391
H  -1.52246  1.37098  -0.04359  0.165
H  -0.84517  -0.21228  -1.68223  0.207
H  -0.85493  -1.53165  -0.52715  0.250
H  -2.39139  -0.71473  -1.08250  0.470
H  -2.26442  0.81923  2.07196  0.235
H  -3.03159  -0.24688  1.07978  0.226

Results
LUMO in Ha: 0.038
Gap between HOMO and LUMO in eV: 9.1

=====

Model B:
The molecule C5H14N2, computed with wB97M-V/def2-TZVPD.

Last column: Mulliken charge in e.
Positions of all 21 atoms, in Å:
C  -0.29087  0.74393  0.62216  -1.303
N  -1.38642  -0.20739  0.33268  -0.033
C  -1.39335  -1.75610  0.50387  -0.917
C  -1.89209  -0.04728  -1.07996  -1.090
C  1.01057  0.31844  0.03896  1.212
C  1.86047  1.56478  -0.35736  -1.493
N  1.87670  -0.58360  0.92951  -0.658
H  -0.18193  0.71125  1.75018  0.374
H  -0.50748  1.75318  0.36419  0.459
H  -1.25365  -1.97136  1.66200  0.258
H  -2.37310  -2.10871  0.16308  0.331
H  -0.54956  -2.23341  0.01869  0.339
H  -1.37664  -0.68974  -1.82918  0.328
H  -1.56284  0.96004  -1.40774  0.358
H  -2.93302  -0.08887  -1.05780  0.386
H  0.75286  -0.04523  -1.06902  -0.053
H  2.46969  2.03153  0.51751  0.323
H  2.57470  1.44056  -1.16052  0.387
H  1.15968  2.36431  -0.69364  0.345
H  2.74586  -0.81165  0.56307  0.211
H  1.25043  -1.34469  1.18932  0.234

Results
LUMO in Ha: 0.038
Gap between HOMO and LUMO in eV: 9.3

=====

Quick one: most stable of them? model A

=====

Model A:
The molecule C3H5N3O, computed with wB97M-V/def2-TZVPD.

Last column: Mulliken charge in e.
Positions of all 12 atoms, in Å:
C  0.00441  -1.35825  -1.53591  -0.769
C  0.35677  0.26631  -0.04319  0.531
C  0.42422  1.59926  1.72352  0.164
H  -0.90364  -0.80973  -1.86599  0.231
H  0.53529  -1.73796  -2.39214  0.270
H  -0.24835  -2.05812  -0.67033  0.283
H  -1.71259  -0.09611  0.19092  0.321
H  0.94715  2.26894  2.45461  0.348
N  0.84055  -0.35913  -1.02714  -0.475
N  -0.75074  0.10247  0.71371  0.038
N  -0.67910  0.99929  1.80879  -0.612
O  1.18604  1.18303  0.64315  -0.329

Results
LUMO in Ha: 0.029
Gap between HOMO and LUMO in eV: 9.6

=====

Model B:
The molecule C3H5N3O, computed with wB97M-V/def2-TZVPD.

Last column: Mulliken charge in e.
Positions of all 12 atoms, in Å:
C  0.24730  0.04025  0.50181  0.711
C  0.95323  1.16820  0.69485  -0.456
C  -0.22704  0.16621  -0.88647  0.088
H  0.31157  -0.98456  2.24828  0.272
H  -1.24492  -0.88390  1.63135  0.239
H  1.77751  1.46668  1.45702  0.299
H  -0.79247  -1.67008  -1.15425  0.266
H  -0.89791  -0.84487  -2.55565  0.281
N  -0.26222  -0.95397  1.34598  -0.583
N  0.25982  1.33159  -1.35464  -0.462
N  -1.02350  -0.81490  -1.52846  -0.529
O  0.89862  1.97935  -0.39980  -0.128

Results
LUMO in Ha: 0.030
Gap between HOMO and LUMO in eV: 9.7

=====

Quick one: most stable of them? model A

=====

Model A:
The molecule C3H5N3O, computed with wB97M-V/def2-TZVPD.

Last column: Mulliken charge in e.
Positions of all 12 atoms, in Å:
C  -2.00566  0.20203  0.28502  -0.443
C  1.22938  -1.19018  -0.03067  0.010
C  1.93621  0.78086  -0.10231  -0.075
H  -1.43163  1.26814  0.23197  0.342
H  -2.24134  -0.38991  1.24739  0.214
H  -2.90630  0.25441  -0.38085  0.226
H  0.84900  -2.27760  -0.32887  0.282
H  2.48856  1.73647  -0.10263  0.357
N  0.12897  -0.36436  -0.14417  0.583
N  2.38103  -0.47638  0.17080  -0.580
N  0.58669  0.99131  -0.30606  -0.556
O  -1.01491  -0.53480  -0.53962  -0.360

Results
LUMO in Ha: 0.030
Gap between HOMO and LUMO in eV: 10.5

=====

Model B:
The molecule C3H5N3O, computed with wB97M-V/def2-TZVPD.

Last column: Mulliken charge in e.
Positions of all 12 atoms, in Å:
N  -1.99952  -0.72690  0.80198  -0.445
C  -0.86100  -0.19821  0.24645  0.346
N  0.35154  -0.90630  0.36822  -0.609
C  1.21658  -0.10484  -0.15352  0.677
O  2.51375  -0.38810  -0.27015  -0.496
C  0.58005  1.16698  -0.59912  -0.328
N  -0.84318  0.92951  -0.36994  -0.623
H  -2.01097  -1.73229  0.86902  0.254
H  -2.84613  -0.32646  0.41980  0.280
H  2.62788  -1.27515  0.11358  0.373
H  0.88372  1.60789  -1.55230  0.315
H  0.48708  1.92798  0.17146  0.255

Results
LUMO in Ha: 0.029
Gap between HOMO and LUMO in eV: 9.6

=====

Quick one: most stable of them? model B